(1)
The following is a quantum chemistry calculation of 7 unconnected molecules or ions with the total composition C25H44Br2N3O22P, from OMol25.

Energy relative to the best compared isomer or geometry (same formula, charge and spin): 0.728 eV
Multiplicity: 1
Energy: -225524.0391 eV
Structure (SMILES): C[C@@H](Br)[C@@H](Br)[C@@](N=C=O)(OC#N)OC(=O)[PH2]=N.COC(=O)OC.COC(=O)OC.COC(=O)OC.COC(=O)OC.COC(=O)OC.COC(=O)OC
M: 929.41 g/mol
Total charge: 0

Geometry (Å):
C (3.79515, 3.52566, -0.75605)
C (3.35325, 2.60239, -1.87594)
Br (4.90415, 2.35645, -3.07306)
C (2.93654, 1.15183, -1.47125)
Br (4.00680, 0.69683, 0.14502)
C (1.43276, 0.99915, -1.07432)
N (0.54483, 0.68748, -2.17091)
C (0.95506, 1.00240, -3.28335)
O (1.39402, 1.33731, -4.30073)
O (1.35329, -0.15782, -0.19371)
C (0.71298, 0.04757, 0.90075)
N (0.09145, 0.14141, 1.86410)
O (1.04436, 2.11875, -0.30882)
C (-0.08380, 2.79326, -0.81215)
O (-1.16160, 2.42461, -0.50712)
P (0.00432, 4.28676, -1.94399)
N (1.31740, 5.12627, -1.84892)
H (3.16451, 3.47851, 0.12810)
H (3.70887, 4.54265, -1.13902)
H (4.82685, 3.38524, -0.45483)
H (2.56547, 3.02176, -2.49598)
H (3.25961, 0.40799, -2.19006)
H (-1.11416, 5.05891, -1.55887)
H (-0.16890, 3.72865, -3.23625)
H (1.15483, 6.08376, -1.57014)
C (0.87970, 3.48733, 2.30235)
O (1.72243, 3.19619, 3.41626)
C (1.60606, 4.05464, 4.42726)
O (0.87725, 5.00993, 4.46282)
O (2.43964, 3.67071, 5.39352)
C (2.41911, 4.50762, 6.54929)
H (1.06374, 2.72225, 1.54868)
H (-0.17022, 3.45027, 2.59357)
H (1.12394, 4.46600, 1.88270)
H (1.43088, 4.50861, 7.00610)
H (2.72162, 5.52230, 6.29529)
H (3.13351, 4.09256, 7.25500)
C (-2.75024, 0.36109, 3.05670)
O (-2.99480, -0.42919, 4.22611)
C (-4.24163, -0.36380, 4.68400)
O (-5.13873, 0.28171, 4.20908)
O (-4.32716, -1.14032, 5.76550)
C (-5.62226, -1.16542, 6.36675)
H (-1.70287, 0.22440, 2.78203)
H (-3.37959, 0.02761, 2.23153)
H (-2.92766, 1.41647, 3.26503)
H (-6.36143, -1.56014, 5.67119)
H (-5.90982, -0.17154, 6.70457)
H (-5.56586, -1.82361, 7.22925)
C (-8.14047, 2.75490, 9.18330)
O (-9.00465, 1.96517, 10.00200)
C (-8.70253, 0.66853, 10.02091)
O (-7.79827, 0.14636, 9.42626)
O (-9.57738, 0.05121, 10.81378)
C (-9.37078, -1.35684, 10.92763)
H (-8.48845, 3.78179, 9.25202)
H (-7.11503, 2.70395, 9.54534)
H (-8.19343, 2.43246, 8.14477)
H (-8.39359, -1.56884, 11.35827)
H (-9.47176, -1.84024, 9.95733)
H (-10.14002, -1.73811, 11.59350)
C (6.19706, -1.21887, -6.54222)
O (7.14946, -2.10923, -5.95357)
C (7.46931, -1.79934, -4.69965)
O (7.02269, -0.87842, -4.07069)
O (8.35929, -2.69041, -4.26186)
C (8.78640, -2.47515, -2.91675)
H (6.00866, -1.56905, -7.55278)
H (5.26064, -1.23343, -5.98858)
H (6.59900, -0.20765, -6.58991)
H (7.94503, -2.54709, -2.22946)
H (9.27556, -1.50748, -2.81840)
H (9.50225, -3.25799, -2.68130)
C (0.92168, -3.28298, -6.23456)
O (1.33619, -4.27211, -7.17918)
C (2.58028, -4.11614, -7.62959)
O (3.34356, -3.24290, -7.31188)
O (2.83290, -5.09638, -8.49434)
C (4.14334, -5.05336, -9.06083)
H (-0.10005, -3.52012, -5.94905)
H (1.55318, -3.31160, -5.34728)
H (0.94109, -2.29115, -6.68369)
H (4.90138, -5.15191, -8.28548)
H (4.28990, -4.13146, -9.62132)
H (4.22314, -5.89633, -9.74149)
C (-3.53716, -5.28295, -5.00318)
O (-3.09466, -4.62508, -3.81471)
C (-2.37357, -3.52937, -4.03276)
O (-2.08131, -3.07691, -5.10902)
O (-2.02612, -3.01894, -2.85216)
C (-1.24520, -1.82999, -2.94398)
H (-4.10842, -6.15252, -4.69094)
H (-4.18075, -4.62829, -5.58823)
H (-2.68794, -5.61319, -5.59904)
H (-1.80575, -1.04145, -3.44563)
H (-0.30861, -2.02602, -3.46668)
H (-1.01970, -1.50851, -1.93203)



(2)
The following is a quantum chemistry calculation of a molecular structure, C21H27Cl2N5O4, from OMol25.

Energy relative to the best compared isomer or geometry (same formula, charge and spin): 19.978 eV
Multiplicity: 1
Energy: -62884.0517 eV
M: 484.38 g/mol
Total charge: 0

Geometry (Å):
C (0.00928, -4.39185, 1.27216)
C (-0.87943, -3.25256, 0.70547)
C (0.05176, -2.24098, 0.18841)
C (0.78993, -2.47435, -1.17845)
N (1.70810, -1.40598, -1.61241)
C (3.24842, -1.81627, -1.49180)
O (3.65459, -2.90425, -1.27584)
C (4.13473, -0.85658, -1.77252)
H (5.16750, -1.28398, -1.83230)
H (4.12293, -0.10694, -0.80305)
H (4.11993, -0.42805, -2.64964)
C (1.50987, -0.26927, -1.90088)
C (0.92276, 0.37328, -3.01858)
N (1.22466, -0.67818, -4.03053)
H (0.50795, -0.46109, -4.95516)
H (1.57859, -1.46984, -3.83391)
N (0.57301, 1.65700, -3.09689)
C (0.56292, 2.48464, -2.09937)
O (-0.09276, 3.35221, -2.23238)
N (1.11324, 1.97672, -0.87426)
C (1.48334, 0.71546, -0.72362)
O (2.16095, 0.45147, 0.46539)
C (1.04781, 2.82365, 0.22334)
H (2.17175, 3.18484, 0.53987)
H (0.29699, 3.60656, -0.27317)
C (0.23912, 2.26985, 1.49763)
O (0.59897, 2.70186, 2.58106)
N (-0.81393, 1.40680, 1.10262)
C (-1.44448, 0.79404, 1.91078)
C (-1.21813, 0.52177, 3.31390)
C (-2.02088, -0.53667, 3.93531)
C (-3.17886, -1.08180, 3.30562)
C (-3.37556, -0.87536, 2.10688)
C (-2.68997, 0.17840, 1.30334)
H (-2.90308, 0.30678, 0.27098)
Cl (-4.64321, -1.84729, 1.37181)
H (-3.81906, -1.83300, 3.90222)
Cl (-1.39816, -0.68180, 5.76295)
H (-0.37158, 0.95091, 3.68432)
H (-0.92474, 1.52026, 0.08350)
C (0.30933, 2.08617, -4.32879)
C (1.76598, 2.27945, -5.34478)
C (2.46493, 3.37074, -4.79080)
H (3.22742, 3.68242, -5.41648)
H (2.84044, 2.88166, -3.93192)
H (1.74686, 4.23437, -4.39392)
H (1.99159, 1.42809, -5.42517)
H (1.04613, 2.73731, -6.18824)
H (-0.50717, 1.18779, -5.02573)
H (-0.15150, 2.92205, -4.40741)
H (1.31543, -3.51049, -1.11104)
H (0.08543, -2.60937, -2.04642)
H (0.71110, -1.99985, 0.93789)
H (-0.44925, -1.12467, 0.02985)
H (-1.41197, -3.51164, -0.07405)
H (-1.27873, -2.86128, 1.49175)
H (0.52528, -4.00861, 1.95674)
H (0.70032, -4.84389, 0.41139)
H (-0.69465, -5.23843, 1.58239)



(3)
The following is a quantum chemistry calculation of 7 unconnected molecules or ions with the total composition C14H42O7, from OMol25.

Energy relative to the best compared isomer or geometry (same formula, charge and spin): 0.308 eV
Multiplicity: 2
Energy: -29527.6770 eV
M: 322.48 g/mol
Total charge: -1

Geometry (Å):
C (-28.12073, -0.07140, -5.47389)
O (-28.11856, 1.22847, -4.88918)
H (-28.53200, -0.91316, -4.91676)
H (-28.44345, -0.05316, -6.51485)
H (-27.05654, -0.30691, -5.46178)
H (-27.81887, 1.86242, -5.54483)
C (-24.72659, -2.55292, -6.56679)
O (-24.94296, -3.90129, -6.65600)
H (-23.89642, -2.44574, -5.86863)
H (-24.51163, -2.12675, -7.54672)
H (-25.53911, -1.96013, -6.14667)
H (-24.05110, -4.20124, -6.84638)
C (-28.76704, -6.76034, -6.18795)
C (-27.33123, -6.19737, -6.57001)
C (-26.41540, -7.11690, -7.31563)
O (-27.42052, -4.94638, -7.28173)
H (-29.39026, -5.95087, -5.80786)
H (-28.77423, -7.54239, -5.42871)
H (-29.24812, -7.21750, -7.05263)
H (-26.87955, -6.00078, -5.59767)
H (-26.16011, -8.03060, -6.77890)
H (-25.48626, -6.54709, -7.32671)
H (-26.78831, -7.40424, -8.29872)
H (-26.54593, -4.55074, -7.26920)
C (-25.57592, -3.02924, -10.39675)
C (-25.74857, -4.23185, -11.16378)
C (-25.17069, -5.46928, -10.49495)
O (-27.16490, -4.45772, -11.44370)
H (-24.61874, -2.50779, -10.39370)
H (-25.81297, -3.22309, -9.35065)
H (-26.29980, -2.36186, -10.86441)
H (-25.21063, -4.13770, -12.10711)
H (-24.26177, -5.30139, -9.91721)
H (-25.12405, -6.30662, -11.19121)
H (-25.93705, -5.84287, -9.81582)
H (-27.23222, -4.18880, -12.36279)
C (-20.20036, -2.88619, -5.97070)
C (-20.76828, -3.92099, -7.02662)
C (-19.69168, -4.62041, -7.84214)
O (-21.56013, -4.81693, -6.28360)
H (-19.11187, -2.86251, -6.02292)
H (-20.22853, -3.06254, -4.89543)
H (-20.60933, -1.87796, -5.90499)
H (-21.46286, -3.45272, -7.72402)
H (-19.29556, -3.94353, -8.59913)
H (-20.06229, -5.51138, -8.34902)
H (-18.93293, -4.95751, -7.13592)
H (-21.02762, -5.12247, -5.54558)
C (-25.59352, -1.04487, -2.54793)
C (-24.21576, -1.60101, -2.27568)
C (-23.14156, -0.48847, -2.42453)
O (-24.19709, -1.92138, -0.86759)
H (-25.97702, -1.23936, -3.54953)
H (-25.57417, 0.04489, -2.53650)
H (-26.34411, -1.48558, -1.89181)
H (-24.01358, -2.40737, -2.98066)
H (-22.27193, -0.96531, -1.97235)
H (-23.52689, 0.37860, -1.88804)
H (-22.79281, -0.19616, -3.41499)
H (-24.14336, -1.11073, -0.35616)
O (-22.90289, -7.24717, -7.10102)
H (-23.11905, -6.80551, -7.92226)
H (-22.53657, -6.55787, -6.54702)



(4)
The following is a quantum chemistry calculation of a molecular structure, C29H44BMoN8S3Te, from OMol25.

Multiplicity: 1
Energy: -85017.4548 eV
M: 835.28 g/mol
Total charge: +3

Geometry (Å):
Mo (0.00336, -0.02395, 1.53566)
C (1.48504, 6.58390, 3.47204)
C (1.41142, 5.36389, 2.56754)
C (2.74537, 4.62591, 2.56858)
C (0.96270, 5.76855, 1.17006)
N (0.36039, 4.41366, 3.13022)
C (-0.34740, 4.58981, 4.30202)
C (-1.16751, 3.51851, 4.47215)
N (-0.94821, 2.67712, 3.40639)
B (-1.64144, 1.44242, 2.87200)
N (-0.94368, -1.41745, 2.92384)
C (-1.82137, -1.74842, 3.93306)
C (-1.82136, -3.10744, 4.05058)
N (-0.93212, -3.62141, 3.13384)
C (-0.44672, -2.56798, 2.47781)
S (0.66842, -2.24145, 1.17702)
C (-0.55846, -5.07564, 2.92317)
C (-0.86033, -5.41923, 1.46930)
C (0.92383, -5.21052, 3.25064)
C (-1.39632, -5.93105, 3.85854)
N (-2.66696, 1.85320, 1.80238)
C (-3.58998, 2.87121, 1.88854)
C (-4.40117, 2.76714, 0.81097)
N (-3.98916, 1.68535, 0.05974)
C (-2.93055, 1.15849, 0.68933)
S (-1.92900, -0.21159, 0.26782)
C (-4.76468, 1.24610, -1.18387)
C (-3.93815, 0.28369, -2.02047)
C (-6.04285, 0.58320, -0.68845)
C (-5.05711, 2.50235, -1.99832)
C (-0.02883, 3.24339, 2.61887)
S (0.50779, 2.30530, 1.24890)
H (2.22383, 7.26278, 3.04969)
H (1.81654, 6.33273, 4.47825)
H (0.53979, 7.12357, 3.51788)
H (3.52544, 5.31640, 2.25121)
H (2.75375, 3.78069, 1.87955)
H (2.99659, 4.27471, 3.56968)
H (1.70427, 6.44233, 0.74294)
H (0.00785, 6.29306, 1.20081)
H (0.87795, 4.91374, 0.49980)
H (-0.21609, 5.45854, 4.91893)
H (-1.87843, 3.30209, 5.24914)
H (-2.04897, 0.71416, 3.69538)
H (-2.40363, -1.03670, 4.48488)
H (-2.37953, -3.74273, 4.71218)
H (-0.24772, -4.84501, 0.77388)
H (-1.91217, -5.25614, 1.23696)
H (-0.63750, -6.47176, 1.30232)
H (1.54731, -4.62429, 2.57289)
H (1.21898, -6.25278, 3.14064)
H (1.12736, -4.91184, 4.27939)
H (-2.46328, -5.83217, 3.66277)
H (-1.19273, -5.71559, 4.90684)
H (-1.13008, -6.97203, 3.68393)
H (-3.60596, 3.57376, 2.70151)
H (-5.24517, 3.36394, 0.52222)
H (-3.80585, -0.68474, -1.54410)
H (-2.97138, 0.70527, -2.29723)
H (-4.48694, 0.10479, -2.94447)
H (-5.82574, -0.30902, -0.10108)
H (-6.64223, 0.28789, -1.54860)
H (-6.64167, 1.26441, -0.08481)
H (-4.14340, 3.04450, -2.23841)
H (-5.75540, 3.17442, -1.50457)
H (-5.52591, 2.19920, -2.93328)
C (2.66360, -1.39075, 4.14464)
Te (1.60516, 0.43431, 3.86783)
C (0.37980, 0.13016, 5.56305)
H (2.79100, -1.49933, 5.22005)
H (3.64027, -1.30724, 3.67439)
H (2.09543, -2.22111, 3.73670)
H (-0.05656, -0.86318, 5.51237)
H (-0.38675, 0.89807, 5.58711)
H (1.03425, 0.22859, 6.42668)
N (6.37525, -0.55016, 0.38011)
C (5.34019, -0.31736, -0.05315)
C (4.01291, -0.04288, -0.52635)
C (3.73312, 0.25910, -1.85540)
C (2.41399, 0.50890, -2.20361)
C (1.43509, 0.45663, -1.23071)
N (1.70673, 0.15726, 0.05405)
C (2.97458, -0.08986, 0.39168)
H (4.52641, 0.29223, -2.59015)
H (2.13943, 0.74243, -3.22225)
H (0.39745, 0.65259, -1.47031)
H (3.18121, -0.35324, 1.42064)



(5)
The following is a quantum chemistry calculation of C3H9N in the gas phase, from OMol25.

Energy relative to the best compared isomer or geometry (same formula, charge and spin): 0.803 eV
Multiplicity: 1
Energy: -4746.3058 eV
Structure (SMILES): CCNC
M: 59.11 g/mol
Total charge: 0

Geometry (Å):
C (-0.31870, 0.57724, -1.69076)
C (-0.67208, -0.21620, -0.46299)
N (0.46600, -0.59644, 0.40170)
C (0.48110, 0.03492, 1.73250)
H (0.73672, 0.75731, -1.89676)
H (-0.82451, 1.54506, -1.72217)
H (-0.66186, 0.12130, -2.62899)
H (-1.22103, -1.14266, -0.67300)
H (-1.41382, 0.34252, 0.11693)
H (1.30801, -0.44671, -0.12601)
H (0.69734, 1.10694, 1.69689)
H (-0.50776, -0.15764, 2.13601)
H (1.21306, -0.49540, 2.33415)



(6)
The following is a quantum chemistry calculation of a molecular structure, C13H27O4PTi, from OMol25.

Multiplicity: 1
Energy: -54459.1040 eV
M: 326.20 g/mol
Total charge: +4

Geometry (Å):
Ti (-0.05365, -0.62586, 1.77567)
C (-2.08146, -0.46723, 1.31511)
O (-3.19871, -0.20921, 1.05696)
C (-0.34834, 1.39821, 1.97561)
O (-0.41906, 2.55793, 2.07604)
C (1.81580, 0.20625, 1.86295)
O (2.83816, 0.76969, 1.81662)
C (-1.49760, 0.96127, -1.50287)
P (-0.01032, 0.25559, -0.63279)
H (0.58244, -1.42757, -2.13381)
H (-2.31681, 0.31704, -1.16875)
C (1.41619, 1.04502, -1.52431)
H (1.07514, 1.05707, -2.56277)
C (-1.38487, 0.87634, -3.02005)
H (-1.05191, -0.09632, -3.39154)
H (-0.71861, 1.64815, -3.41268)
H (-2.36762, 1.06933, -3.46420)
C (-1.79295, 2.38805, -1.04781)
H (-1.00279, 3.07286, -1.37350)
C (0.95853, -2.34281, -0.23203)
H (-1.92244, 2.46383, 0.03588)
H (-2.72838, 2.72143, -1.51625)
C (-1.30384, -2.14040, -1.39804)
H (0.91394, -2.08576, 0.85830)
H (0.68918, -3.40028, -0.31812)
H (2.02807, -2.26993, -0.44377)
C (0.07421, -1.51130, -1.17150)
H (-1.20579, -3.23327, -1.41537)
H (-1.75616, -1.81726, -2.34213)
H (-1.97992, -1.87555, -0.57946)
C (2.67490, 0.19543, -1.44906)
H (2.98939, 0.11865, -0.40654)
H (3.47249, 0.68491, -2.01901)
H (2.55762, -0.79381, -1.89672)
C (1.68496, 2.48271, -1.08156)
H (1.98867, 2.48855, -0.02782)
H (0.83658, 3.15544, -1.23105)
H (2.50037, 2.89528, -1.69284)
H (-0.55683, -2.59307, 1.60777)
H (-0.96065, -2.26611, 2.19418)
C (-0.15892, -0.63788, 4.89235)
O (0.09521, -1.34857, 3.69671)
H (-0.93365, 0.09155, 4.63908)
H (0.73518, -0.08783, 5.14377)
H (-0.34315, -1.38154, 5.67183)
H (0.16739, -2.30902, 3.83753)